# 1
56
Properties=species:S:1:pos:R:3:forces:R:3 method="wB97M-V/def2-TZVPD" orbital_gap_ev="9.507 / 5.715" charge=+3 energy_ev=-87048.0804 e_above_lowest_kcal_mol=24.0 e_homo_ev="-17.5 / -17.4" multiplicity=6
H -0.5237 -4.3144 -3.1977 0.0 0.0 0.0
H 0.3726 -5.7017 -0.6153 -0.1 0.0 0.1
C 1.7496 1.1690 -2.2602 0.6 -0.1 -0.2
H -4.0857 -4.4400 1.4774 0.0 0.0 0.0
H 3.6850 0.7178 3.9333 0.0 0.0 0.0
H 2.4794 0.5878 -4.1944 0.0 0.0 0.0
C 3.0822 2.2881 0.5044 0.2 0.2 -0.1
S -1.1994 1.6185 2.4826 0.8 -0.8 -0.4
N -1.3801 2.7608 -0.3319 0.1 -0.1 0.0
H -3.8036 4.6041 -1.4088 0.0 0.0 0.0
C 2.3917 0.9345 2.2475 0.1 0.0 0.2
H 1.8210 3.3321 -0.8685 0.1 0.1 -0.1
H 4.9908 3.2376 0.7158 0.0 0.0 0.0
C -1.9226 -4.5959 1.5267 -0.4 -0.5 0.1
H 3.6905 1.6951 -2.4048 0.0 0.0 -0.1
C 3.5441 1.1809 2.9680 0.0 0.0 -0.1
H 0.8496 -3.1994 -1.0540 0.0 0.1 0.1
H -1.2982 -5.2170 -0.9895 0.0 0.1 0.1
H -2.2570 -2.5389 1.3115 0.1 0.1 0.0
H 5.4064 2.2564 2.9601 0.0 0.0 0.0
H 1.6271 0.2773 2.6443 0.0 0.0 0.0
N -3.0462 3.6382 2.5813 0.4 -0.2 -0.4
N -3.6037 4.5638 1.7684 -0.4 0.5 -0.2
C 4.4960 2.0288 2.4218 -0.1 -0.1 0.0
H 1.1370 -4.8156 -2.8168 0.0 0.0 0.0
N -1.6772 -3.2715 0.9237 0.0 0.2 0.1
H -3.3991 -5.3240 0.1053 0.0 0.0 0.0
N 2.1506 1.4894 1.0508 -1.2 -0.4 -0.2
H -0.1266 -6.0192 -3.0228 0.0 0.0 0.0
C -2.1686 2.8826 1.9368 0.1 0.0 -0.2
C 1.8753 0.1886 -3.3813 -0.2 0.0 -0.1
C 2.8074 2.8653 -0.8640 -0.1 0.0 0.2
H -3.3179 3.6136 3.5554 0.1 -0.1 0.0
H -0.8001 3.4770 -0.7657 0.0 0.1 0.0
C 4.2627 2.5790 1.1688 -0.1 -0.1 0.0
H -1.8644 -4.4538 2.6077 0.2 0.0 -0.1
H -2.5245 5.7414 -0.9577 0.0 0.0 0.0
O 0.6568 1.3418 -1.6580 -0.7 0.0 1.0
H -1.1367 -5.2866 1.2327 0.1 0.1 0.0
C -3.0923 4.3991 0.5943 -0.1 0.1 0.2
C -3.3014 -5.1322 1.1730 0.1 0.0 -0.1
N 0.0374 -3.6320 -0.6343 0.2 0.2 -0.1
C -0.6785 -2.8799 0.1647 -0.3 0.0 0.1
C 0.0820 -5.0244 -2.6354 -0.1 0.1 0.0
H 3.5514 3.6201 -1.1065 0.0 0.0 0.0
H 2.3571 -0.7200 -3.0151 0.0 0.0 0.0
Fe 0.0362 1.0462 0.3045 0.5 0.6 0.4
C -0.2479 -4.9809 -1.1519 0.0 -0.4 -0.2
N 2.8250 1.8534 -1.9085 -0.1 0.0 0.0
C -3.4075 5.2125 -0.5946 0.1 0.0 -0.2
H -1.9698 2.3694 -1.0658 -0.1 0.0 0.0
H -4.1569 5.9479 -0.3128 0.0 0.0 0.0
H -3.4618 -6.0681 1.7047 0.0 0.0 0.0
H 0.8917 -0.0718 -3.7638 0.0 0.0 0.0
N -2.1804 3.3417 0.6588 -0.1 0.0 0.2
S -0.2247 -1.1727 0.2559 0.4 0.4 -0.1



# 2
7
Properties=species:S:1:pos:R:3:forces:R:3 method="wB97M-V/def2-TZVPD" orbital_gap_ev=9.342 charge=0 energy_ev=-5654.9512 e_above_lowest_kcal_mol=114.2 e_homo_ev=-9.7
C 1.2013 0.2609 0.1475 1.3 0.9 1.0
C 1.7609 1.2086 0.6540 -1.3 -0.9 -1.0
N -1.6886 -1.1939 -0.7921 -0.3 -0.1 0.7
H 2.0413 2.1849 0.9452 0.3 0.2 0.3
H 0.9202 -0.6947 -0.2041 -0.3 -0.2 -0.2
H -2.0377 -1.6477 0.1231 0.3 0.1 -0.6
O -2.1974 -0.1181 -0.8736 0.0 0.0 -0.2



# 3
113
Properties=species:S:1:pos:R:3:forces:R:3 method="wB97M-V/def2-TZVPD" orbital_gap_ev="6.280 / 6.011" charge=-1 energy_ev=-378945.7068 e_above_lowest_kcal_mol=102.9 e_homo_ev="-4.1 / -4.7" multiplicity=4
H -0.1479 -5.6368 -3.1793 0.1 0.5 -0.2
H -5.2930 -2.9604 -2.5384 0.8 0.1 0.1
H 1.5219 -1.4707 3.2439 -1.4 -0.8 0.3
C -2.3056 -1.4456 -1.7722 -1.1 -0.3 0.2
H -0.6833 -0.9073 2.8141 0.9 0.1 0.5
H 0.3495 -1.0588 -5.1717 -0.1 -1.1 0.3
C -1.0561 0.6174 -3.2993 1.2 -0.2 0.3
C 2.0987 2.2227 0.2284 -2.4 -2.0 -0.3
H -1.9057 -1.9247 2.1469 0.2 0.7 -0.2
C 2.5184 -5.6776 -1.4431 -0.7 1.8 1.1
C 4.8809 3.3379 1.9880 1.1 0.3 -1.2
C 2.7555 3.2145 -1.9824 -0.8 -1.2 2.7
O 0.3241 -2.5843 0.3040 -0.5 1.1 -0.4
C -0.9361 4.0289 0.3210 -0.7 1.4 0.0
C 2.0602 3.3149 -0.7687 2.7 0.8 -0.2
C 2.6502 -0.2073 2.1331 1.6 1.0 1.5
H 3.3617 1.3569 4.2804 0.0 -0.3 -0.1
H -4.6335 -2.8802 6.4458 0.3 -0.4 -0.3
C 2.1479 4.9369 2.2791 -0.6 -0.8 0.3
C -4.4954 -2.4393 -1.9771 -0.9 -0.1 -0.5
C -2.0005 0.5535 -4.2938 -0.3 1.5 -1.7
C 0.1494 5.5223 4.0630 -0.6 1.8 0.8
H 1.2737 -2.9537 -6.3309 -0.1 -0.6 0.1
P -0.6970 -0.9242 -2.3776 0.6 1.0 1.0
C -2.5972 -0.9782 -0.4825 -1.5 -0.9 -0.2
C -0.7449 2.7113 0.6848 1.1 -0.3 0.3
H 4.6720 -0.1531 0.1702 -0.8 1.6 -1.0
H -0.6165 5.7469 4.7837 -0.2 0.2 0.3
C -4.4664 -3.1608 5.4056 2.3 -0.5 0.8
C 1.0881 6.5053 3.7644 1.5 -1.3 -0.4
H -3.9738 3.6807 -1.0610 -0.4 0.0 -0.3
C 1.0213 -3.5406 -0.1797 -0.2 -4.4 1.0
O 1.2734 1.2025 -0.4687 0.9 -0.4 -0.1
P 0.8219 2.3680 1.6304 0.2 0.2 0.6
C -4.8644 -1.9252 -0.7387 1.7 1.0 0.0
C -1.6344 1.6512 0.3681 -0.6 1.2 -0.4
H 4.7224 3.4236 4.1602 -0.3 -0.7 -0.5
C 1.5565 -5.9474 -0.4862 -0.8 -0.9 0.5
C -2.1195 4.3943 -0.3185 -0.4 -1.6 0.1
H -3.5444 1.2979 -0.6330 -0.1 -0.1 0.1
C -3.9021 -1.2221 0.0207 -0.1 -1.0 -1.6
C 0.7810 -4.9437 0.1146 0.4 2.0 -0.6
H 0.4282 1.7687 -2.3224 1.2 0.2 1.1
H -2.3211 -0.3071 2.8082 0.5 -0.4 -0.5
C -2.8456 -3.9135 3.7613 -1.0 0.0 0.4
C 2.7430 -4.3003 -1.6801 0.1 -1.7 -0.7
H 1.8218 4.2517 -0.2718 -0.4 0.4 -1.0
C 0.7379 -3.1739 -5.4058 0.7 -1.5 -0.7
Si -1.2705 -0.1901 0.5742 1.0 0.5 -1.6
C 4.4641 2.8047 3.2753 0.3 1.3 0.4
C -0.2333 1.7575 -3.1267 -2.3 0.5 -2.2
C 3.3974 0.9786 2.0755 -1.7 -1.2 0.9
C 4.4479 2.8632 0.7947 1.3 0.6 1.0
C -0.3221 -2.2347 -3.5067 -0.3 -1.3 -0.3
H -1.3808 3.6221 -5.6720 -0.4 0.4 -0.9
H -2.9718 -2.6525 -3.4666 0.0 0.1 -0.2
C -5.3962 -3.0132 4.4385 0.5 -0.3 -1.2
C 1.0860 4.0204 2.4945 0.2 -0.2 -0.5
H -2.6788 -0.2635 -4.4755 0.1 -0.4 0.3
H 3.0191 4.6482 1.7134 -0.3 0.0 -0.4
C -3.2457 -2.2039 -2.5240 0.5 0.4 1.0
C 3.4814 1.6735 0.7427 0.8 0.9 -0.8
C -0.4316 2.8862 -3.9967 0.3 -2.7 1.0
O 2.1196 -0.8166 1.1289 0.9 0.0 0.3
C 0.0851 4.3320 3.4294 0.8 -1.3 -1.4
H -2.3486 5.3922 -0.6228 0.1 0.6 0.0
H -0.2308 4.8397 0.6281 -0.5 -1.0 -0.4
H 2.4067 -0.3947 4.3422 -0.2 0.3 0.1
O -2.2575 -3.8044 5.9873 -1.4 0.3 -0.6
H 2.9284 6.8880 2.6598 0.3 0.1 0.1
C 3.7237 1.6878 3.3182 0.3 -0.1 -0.8
H -5.8292 -3.0217 2.3437 0.1 -0.2 0.1
H -6.3774 -2.7435 4.6390 -1.5 0.7 0.9
H 0.1723 3.7522 -3.8935 0.4 0.7 0.2
C 0.6514 -4.4634 -4.8417 -0.7 1.3 0.3
H -3.6458 -3.8193 1.7100 0.6 -0.3 0.0
H -0.7239 3.6169 3.5855 0.2 0.2 0.2
C -1.5550 -0.8700 2.2071 -1.8 -0.7 2.0
H 1.0865 -5.3027 -5.3182 0.4 -0.6 -0.5
H 2.7881 4.0241 -2.6368 -0.4 1.4 -1.1
O 2.1645 -2.0926 -1.4410 0.3 4.3 -1.2
Br 1.1563 -7.7652 0.0479 0.3 0.5 -0.4
C -0.0348 -4.6378 -3.6257 0.7 -1.0 -1.0
H -0.9673 -3.5850 -1.9943 0.2 -0.4 -0.4
H 4.6486 0.3576 -2.2771 0.2 0.0 0.4
C -0.4981 -3.5360 -2.9833 -0.4 1.7 1.1
H -4.1795 -0.9016 0.9892 -0.1 0.5 1.0
C -1.3100 2.7618 -5.0549 0.0 -0.4 0.8
C 4.1590 0.7779 -0.2748 -0.1 -0.9 0.2
C -5.0984 -3.2400 3.1169 1.2 -0.4 -0.8
C 4.1757 1.0732 -1.6011 -0.8 -0.5 -1.7
H 3.6317 2.0833 -3.4935 0.5 -0.3 0.5
H 3.2001 -1.7622 3.6044 -0.3 0.5 -0.4
C -3.0569 3.3843 -0.5900 0.6 0.2 0.0
C -2.0888 1.6148 -5.2058 0.6 0.1 1.3
N -3.1795 -3.6284 5.0897 0.5 -0.1 -0.5
H -5.8954 -1.9645 -0.4727 -0.5 -0.3 0.6
C -2.8206 2.0308 -0.3140 1.0 1.0 0.5
Br -0.7667 -5.2881 1.1398 0.1 -0.1 0.1
Br 3.4347 -6.9532 -2.3774 0.5 -1.0 -0.4
H -2.8094 1.5715 -5.9655 -0.8 -0.1 -1.1
C 2.1636 6.1717 2.9023 -1.7 0.2 0.5
C 3.5059 2.0954 -2.4035 0.3 -0.1 0.7
W 1.0097 -0.7124 -0.4982 -1.1 0.9 0.0
Br 3.7466 -3.7714 -3.1421 1.0 0.3 -0.8
H 4.9511 3.2766 -0.1228 -1.0 -0.7 0.8
C 2.0387 -3.2896 -1.1038 -0.6 -2.6 1.2
C 2.4265 -0.9784 3.4380 1.6 0.1 -0.6
H 1.1135 7.4118 4.3251 -0.2 0.6 0.1
C -3.8142 -3.7012 2.7695 -0.6 0.4 0.8
H -1.8253 -4.3314 3.6005 -1.0 0.6 0.3
H 5.6558 4.1582 1.9338 -1.0 -0.9 0.3
C 0.2287 -2.0936 -4.7597 0.1 2.3 0.4



# 4
87
Properties=species:S:1:pos:R:3:forces:R:3 method="wB97M-V/def2-TZVPD" orbital_gap_ev="7.685 / 7.630" charge=-1 energy_ev=-127249.8674 e_homo_ev="-5.1 / -5.1" multiplicity=2
C 3.0642 1.8236 -3.9580 0.0 0.0 0.1
C 2.4117 -3.2804 4.5566 0.1 0.0 -0.1
H 2.6823 3.6967 0.9257 0.0 0.0 0.0
C -4.6815 -0.4155 1.1897 0.0 0.0 -0.1
H -4.0155 4.4359 1.4825 0.0 0.0 0.0
H -3.8508 -3.5957 3.1718 0.0 0.0 0.0
C -3.3482 -0.7483 1.4075 0.0 0.1 0.1
C 4.6570 -0.4351 -3.8844 0.1 0.0 0.0
H -1.8354 4.3054 -4.2030 0.0 0.0 0.0
H -0.3154 0.3732 -3.4363 0.0 -0.1 0.0
C -3.7523 3.6397 0.7960 0.0 0.1 0.1
C 1.7457 1.0012 -1.8948 0.1 -0.2 0.2
Cl -0.1677 -2.7363 4.1285 -0.1 0.0 0.0
H -4.9368 0.4792 0.6417 0.0 0.0 0.0
C -1.1308 3.6512 -3.7047 -0.1 0.1 0.0
C 0.6912 3.3258 -2.1770 0.1 -0.1 0.1
C -3.0768 -1.9035 2.1288 0.0 0.0 0.0
H 1.6487 -2.4490 -1.3170 0.1 -0.3 -0.4
C 0.7217 -4.0492 -0.2175 0.4 0.1 0.0
C -5.7087 -1.2196 1.6625 -0.1 0.0 0.0
C 1.6467 1.8657 0.5269 0.1 0.1 -0.1
Cl 4.9173 -3.9972 5.3082 0.1 0.0 0.1
C 2.8255 0.8591 -2.9863 0.1 0.1 -0.1
H -1.9013 1.8666 -4.6101 0.0 0.0 0.0
H 3.4357 -1.0390 -2.2281 0.0 0.0 0.0
C -1.1674 2.2837 -3.9305 -0.1 -0.1 0.0
H 2.0702 -3.6897 5.4958 0.0 0.0 0.0
C 0.6740 -2.7234 -0.9322 -1.2 0.2 -0.3
C 2.5093 1.5068 -0.6441 0.0 0.2 -0.1
C -0.2880 1.4421 -3.2760 0.1 0.0 0.0
H -2.0571 -2.1948 2.3027 0.1 -0.1 -0.1
Cl 3.8199 -1.5793 0.6435 0.0 0.0 -0.2
H -1.2213 -6.1093 1.5264 0.0 0.0 0.1
H -4.5500 4.6369 -0.9299 0.0 0.0 0.0
H 3.1689 0.6837 -0.3615 0.0 0.1 0.0
C 3.6362 -0.2731 -2.9659 -0.1 -0.1 0.1
C -4.0963 -2.7028 2.6107 0.0 -0.1 0.1
C 3.7542 -3.2999 4.2140 -0.1 0.0 -0.1
C 4.8891 0.5356 -4.8494 0.1 0.0 0.0
H -6.7371 -0.9380 1.4712 0.0 0.0 0.0
C 1.8508 -2.1681 2.4060 -0.1 -0.2 0.3
O 1.2476 -0.2661 -1.6533 -0.5 -0.2 0.2
C -2.1734 0.1357 0.9345 0.3 0.5 0.4
H 5.2140 -2.7792 2.7304 0.0 0.0 0.0
C -3.1230 2.5025 1.2729 0.0 -0.1 0.0
H -0.6825 2.7329 3.4027 0.0 0.0 0.0
H -0.1832 5.2321 -2.6116 0.0 0.0 0.0
C -0.5285 -4.4942 0.4873 0.3 -0.4 0.2
C -5.4219 -2.3681 2.3776 0.0 -0.1 0.1
C 4.0872 1.6632 -4.8811 0.1 0.1 -0.1
H 1.4282 3.7535 -1.5099 0.0 0.0 0.0
C 1.5063 -2.7307 3.6765 0.0 0.0 -0.2
H -0.8308 -0.5665 2.4594 -0.1 0.1 -0.1
N -0.4832 -5.8128 0.9131 -0.1 0.3 -0.1
O -1.5155 -3.8212 0.6439 -0.3 0.1 0.0
H 1.1882 4.2884 2.8439 0.0 0.0 0.0
C 3.2379 -2.2290 2.1420 0.2 0.0 0.1
H 0.3860 -6.3142 0.9288 0.0 0.0 0.1
H 4.2481 2.4252 -5.6344 0.0 0.0 0.0
Fe 0.3577 -0.9626 -0.1249 0.9 0.8 0.6
C -3.0517 1.5974 -0.9333 0.1 -0.1 0.1
C -0.1510 1.3393 1.8707 -0.1 0.1 0.0
O -1.4313 -0.4670 -0.0548 0.0 -0.9 -0.6
H -1.8417 0.7501 3.0263 0.0 0.0 0.0
C -3.6987 2.7253 -1.4103 0.0 0.0 -0.2
H 5.2699 -1.3274 -3.8520 0.0 0.0 0.0
H 5.6833 0.4084 -5.5739 0.0 0.0 0.0
H -3.9176 2.8081 -2.4673 0.0 0.0 0.0
H -6.2207 -2.9973 2.7523 0.0 0.0 0.0
C 0.6714 1.9554 -2.4076 0.0 0.0 0.0
H -2.7526 0.7974 -1.5958 0.0 0.0 0.0
N 0.6720 1.0180 0.8648 -0.2 0.1 0.0
C 1.8704 3.0491 1.2280 -0.1 -0.1 -0.1
H 2.4427 2.7078 -4.0050 0.0 0.0 0.0
H 0.9561 -4.8796 -0.9056 0.1 0.2 0.0
H -2.9327 2.4203 2.3330 0.0 0.0 0.1
C -1.2657 0.3950 2.1721 0.0 -0.2 0.1
H -0.1087 -2.6963 -1.6966 0.3 -0.2 -0.3
H 3.1514 2.3532 -0.8992 0.0 0.0 0.0
O 0.9756 -1.6860 1.6196 -0.4 0.2 0.2
C -2.7667 1.4623 0.4196 0.1 0.0 0.0
C -0.2092 4.1680 -2.8132 0.0 0.1 0.0
H 1.5492 -4.0210 0.4994 -0.1 -0.2 0.2
C 0.0070 2.5131 2.6002 0.0 -0.1 0.0
C 1.0400 3.3734 2.2840 0.0 0.0 0.0
C -4.0523 3.7526 -0.5511 0.0 0.1 0.0
C 4.1707 -2.7733 3.0082 -0.1 0.0 0.0



Copy entry 1 word for word.
56
Properties=species:S:1:pos:R:3:forces:R:3 method="wB97M-V/def2-TZVPD" orbital_gap_ev="9.507 / 5.715" charge=+3 energy_ev=-87048.0804 e_above_lowest_kcal_mol=24.0 e_homo_ev="-17.5 / -17.4" multiplicity=6
H -0.5237 -4.3144 -3.1977 0.0 0.0 0.0
H 0.3726 -5.7017 -0.6153 -0.1 0.0 0.1
C 1.7496 1.1690 -2.2602 0.6 -0.1 -0.2
H -4.0857 -4.4400 1.4774 0.0 0.0 0.0
H 3.6850 0.7178 3.9333 0.0 0.0 0.0
H 2.4794 0.5878 -4.1944 0.0 0.0 0.0
C 3.0822 2.2881 0.5044 0.2 0.2 -0.1
S -1.1994 1.6185 2.4826 0.8 -0.8 -0.4
N -1.3801 2.7608 -0.3319 0.1 -0.1 0.0
H -3.8036 4.6041 -1.4088 0.0 0.0 0.0
C 2.3917 0.9345 2.2475 0.1 0.0 0.2
H 1.8210 3.3321 -0.8685 0.1 0.1 -0.1
H 4.9908 3.2376 0.7158 0.0 0.0 0.0
C -1.9226 -4.5959 1.5267 -0.4 -0.5 0.1
H 3.6905 1.6951 -2.4048 0.0 0.0 -0.1
C 3.5441 1.1809 2.9680 0.0 0.0 -0.1
H 0.8496 -3.1994 -1.0540 0.0 0.1 0.1
H -1.2982 -5.2170 -0.9895 0.0 0.1 0.1
H -2.2570 -2.5389 1.3115 0.1 0.1 0.0
H 5.4064 2.2564 2.9601 0.0 0.0 0.0
H 1.6271 0.2773 2.6443 0.0 0.0 0.0
N -3.0462 3.6382 2.5813 0.4 -0.2 -0.4
N -3.6037 4.5638 1.7684 -0.4 0.5 -0.2
C 4.4960 2.0288 2.4218 -0.1 -0.1 0.0
H 1.1370 -4.8156 -2.8168 0.0 0.0 0.0
N -1.6772 -3.2715 0.9237 0.0 0.2 0.1
H -3.3991 -5.3240 0.1053 0.0 0.0 0.0
N 2.1506 1.4894 1.0508 -1.2 -0.4 -0.2
H -0.1266 -6.0192 -3.0228 0.0 0.0 0.0
C -2.1686 2.8826 1.9368 0.1 0.0 -0.2
C 1.8753 0.1886 -3.3813 -0.2 0.0 -0.1
C 2.8074 2.8653 -0.8640 -0.1 0.0 0.2
H -3.3179 3.6136 3.5554 0.1 -0.1 0.0
H -0.8001 3.4770 -0.7657 0.0 0.1 0.0
C 4.2627 2.5790 1.1688 -0.1 -0.1 0.0
H -1.8644 -4.4538 2.6077 0.2 0.0 -0.1
H -2.5245 5.7414 -0.9577 0.0 0.0 0.0
O 0.6568 1.3418 -1.6580 -0.7 0.0 1.0
H -1.1367 -5.2866 1.2327 0.1 0.1 0.0
C -3.0923 4.3991 0.5943 -0.1 0.1 0.2
C -3.3014 -5.1322 1.1730 0.1 0.0 -0.1
N 0.0374 -3.6320 -0.6343 0.2 0.2 -0.1
C -0.6785 -2.8799 0.1647 -0.3 0.0 0.1
C 0.0820 -5.0244 -2.6354 -0.1 0.1 0.0
H 3.5514 3.6201 -1.1065 0.0 0.0 0.0
H 2.3571 -0.7200 -3.0151 0.0 0.0 0.0
Fe 0.0362 1.0462 0.3045 0.5 0.6 0.4
C -0.2479 -4.9809 -1.1519 0.0 -0.4 -0.2
N 2.8250 1.8534 -1.9085 -0.1 0.0 0.0
C -3.4075 5.2125 -0.5946 0.1 0.0 -0.2
H -1.9698 2.3694 -1.0658 -0.1 0.0 0.0
H -4.1569 5.9479 -0.3128 0.0 0.0 0.0
H -3.4618 -6.0681 1.7047 0.0 0.0 0.0
H 0.8917 -0.0718 -3.7638 0.0 0.0 0.0
N -2.1804 3.3417 0.6588 -0.1 0.0 0.2
S -0.2247 -1.1727 0.2559 0.4 0.4 -0.1